# 1
Here is a structure of composition C27H32N8ReS at a distorted geometry from OMol25. Energies are from ωB97M-V/def2-TZVPD.

```
69
Properties=species:S:1:pos:R:3:forces:R:3:lowdin_spin:R:1
Re -0.4259 0.1732 -0.2800 1.02 -2.42 2.37 2.42
C -1.0646 -0.7903 2.4991 -1.15 -0.39 0.96 0.01
N -0.2492 -1.4382 1.4722 -0.97 0.39 -1.23 -0.01
C 1.0455 -1.8541 2.0205 0.51 -1.47 -0.21 0.00
C 1.8254 -0.9556 2.9195 2.02 0.71 1.35 0.00
C 3.1264 -1.4024 3.2899 -0.46 -0.67 -0.33 0.00
C 3.9923 -0.5315 3.9515 0.05 -0.48 -0.18 0.00
C 3.4946 0.6838 4.4143 0.11 -0.18 -0.14 0.00
C 2.2118 1.0240 4.0530 -0.81 -0.05 0.55 0.00
N 1.3906 0.2244 3.3459 0.14 0.39 -1.01 0.00
C -0.9993 -2.6484 0.9227 -0.38 0.24 0.84 0.00
C -0.8346 -2.7706 -0.5331 1.08 0.60 -2.03 0.02
C -0.9651 -3.9868 -1.1729 -0.82 -0.80 -0.66 0.00
C -1.0473 -4.0706 -2.5820 0.24 2.40 0.54 0.03
C -0.8369 -2.8426 -3.3103 -0.28 -1.27 1.11 0.00
C -0.6015 -1.6508 -2.6545 0.29 -1.94 0.94 0.02
N -0.5781 -1.6232 -1.2707 -0.65 -0.33 -0.52 0.02
C -2.3608 -0.3366 1.8836 -0.04 -0.07 0.51 0.01
C -3.5282 -0.1494 2.6222 -0.37 -0.11 0.04 0.00
C -4.6948 0.3680 2.0119 1.63 -0.25 0.00 0.02
C -4.6028 0.6224 0.6326 -0.20 -0.56 -0.09 0.00
C -3.4564 0.2887 -0.0662 -0.23 -0.21 0.16 0.02
N -2.3212 -0.1516 0.5421 -1.30 1.03 0.19 0.03
H -0.4593 -0.0085 2.9481 0.01 0.59 -0.18 0.00
H -1.2414 -1.4423 3.3719 -0.18 -0.18 -0.41 0.00
H 1.7135 -2.1232 1.1801 -0.47 0.04 0.32 0.00
H 0.8644 -2.7891 2.5659 0.03 0.03 0.04 0.00
H 3.3899 -2.4768 3.1275 0.09 1.16 -0.23 0.00
H 5.0573 -0.7706 4.0886 -0.71 -0.20 0.26 0.00
H 4.0851 1.2831 5.0956 -0.01 0.27 -0.33 0.00
H 1.7362 1.9445 4.3964 0.33 -0.17 0.00 0.00
H -2.0917 -2.5046 1.0687 0.65 0.02 0.16 0.00
H -0.7819 -3.6024 1.4564 0.26 0.78 -0.30 0.00
H -1.1597 -4.8574 -0.5313 0.19 0.24 -0.50 0.00
H -1.3300 -4.9658 -3.1197 0.26 -0.17 0.15 0.00
H -0.8766 -2.8741 -4.3769 0.01 0.11 -0.53 0.00
H -0.3617 -0.7672 -3.2211 0.01 0.19 0.22 0.00
H -3.5157 -0.4680 3.6755 -0.10 0.38 -0.50 0.00
H -5.5861 0.5404 2.6108 0.04 -0.01 -0.30 0.00
H -5.4565 0.9447 0.0542 -0.11 0.12 0.09 0.00
H -3.4481 0.2698 -1.1543 -0.07 0.33 0.37 0.00
C -1.2687 3.8912 2.3693 -0.26 1.05 0.53 0.01
C -0.8361 2.8106 1.5508 0.17 -0.81 -0.59 0.06
N -0.4810 1.9114 0.9199 -0.39 0.45 0.36 0.01
H -1.3177 4.8588 1.8326 0.33 -0.50 0.09 0.00
H -0.5833 3.9529 3.2190 0.06 0.22 -0.04 0.00
H -2.2707 3.7361 2.7791 0.02 -0.33 -0.13 0.00
C -0.9765 3.3398 -3.8369 -0.48 -1.36 0.46 0.04
C -1.8572 2.2561 -3.7272 -0.20 -0.20 -0.20 0.00
C -1.6589 1.2763 -2.7725 -0.75 0.87 -1.12 0.03
N -0.6912 1.3870 -1.8711 0.40 0.78 1.06 0.03
C 0.1311 2.4865 -1.8617 -0.56 -0.75 -0.68 0.03
C 0.0634 3.3605 -2.9088 1.46 1.50 -0.10 0.00
H -1.1330 4.0872 -4.5911 0.23 0.27 -0.24 0.00
H -2.7133 2.0500 -4.3627 0.19 0.62 -0.25 0.00
H -2.3852 0.4638 -2.7800 0.64 -0.13 0.31 0.00
H 0.7889 2.6046 -0.9952 -0.04 -0.09 -0.77 0.00
H 0.9129 4.0699 -2.9698 -1.03 0.00 0.00 0.00
C 3.9148 0.6856 -3.6813 0.55 -0.28 -0.75 0.00
N 3.3410 0.8081 -2.3714 -1.89 -1.22 1.95 0.00
C 2.8525 -0.2293 -1.6646 -0.11 2.59 -0.27 0.04
N 3.0597 -1.4612 -2.0457 0.25 -0.70 0.54 0.00
S 1.9425 0.1999 -0.1522 1.17 -0.07 -0.62 0.12
H 4.1808 1.6805 -4.0220 0.33 -0.06 -0.02 0.00
H 3.2071 0.2731 -4.4279 0.25 0.03 0.55 0.00
H 4.8069 0.0466 -3.5950 -0.05 0.35 -0.45 0.00
H 3.2053 1.6957 -1.9019 0.17 0.05 -0.46 0.00
H 3.7853 -1.5765 -2.7575 -0.31 -0.56 0.23 0.00
H 2.9235 -2.1794 -1.3218 0.16 0.22 -0.91 0.00
```
Forces are in eV/Å.

HOMO (alpha / beta)   -18.9 / -18.8 eV
Energy relative to the best compared isomer or geometry (same formula, charge and spin)   87.23 kJ/mol
Max |F|   3.5 eV/A
Net charge   +4
Multiplicity   4


# 2
Here is the molecule C4H5ClS at a distorted geometry from OMol25. Energies are from ωB97M-V/def2-TZVPD.

```
11
Properties=species:S:1:pos:R:3:forces:R:3:lowdin_charge:R:1
C -2.2767 0.5162 0.8645 0.66 -0.51 0.29 0.15
C -1.1495 0.1317 0.6584 -2.70 0.97 -0.09 -0.22
C 0.1409 -0.2858 0.2831 1.30 -1.52 -0.47 -0.71
S 0.0682 -2.0399 -0.4823 0.00 1.26 0.37 0.71
C 0.9811 0.7241 -0.4977 -0.18 -0.84 -0.31 -0.59
Cl 0.5485 0.7259 -2.2285 0.02 0.40 0.10 0.54
H -3.2743 0.7464 1.1851 0.33 0.08 -0.23 0.04
H 0.6878 -0.4961 1.1823 0.38 0.05 0.63 0.09
H 1.4020 -2.1263 -0.4567 0.10 -0.21 -0.08 -0.15
H 0.8597 1.7181 -0.0770 0.01 0.04 -0.11 0.08
H 2.0124 0.3857 -0.4312 0.08 0.27 -0.08 0.07
```
Forces are in eV/Å.

HOMO   -9.4 eV
Energy relative to the best compared isomer or geometry (same formula, charge and spin)   179.65 kJ/mol
Max |F|   2.9 eV/A
Net charge   0
SMILES   C#C[C@@H](S)CCl


# 3
Here is a structure of composition C31H28N7O3S9V at a distorted geometry from OMol25. Energies are from ωB97M-V/def2-TZVPD.

```
79
Properties=species:S:1:pos:R:3:forces:R:3:lowdin_spin:R:1
V -0.3391 0.8667 0.7224 1.01 0.88 0.11 1.99
C 3.9702 3.5467 -0.0047 0.00 -0.02 0.01 0.00
C 3.8371 2.3365 -0.8501 -0.01 -0.05 0.10 0.00
N 4.7417 1.8500 -1.6311 0.02 0.05 -0.05 0.00
N 4.1399 0.7671 -2.2054 0.06 0.00 0.03 0.00
C 2.8680 0.5601 -1.8144 -0.15 -0.01 -0.11 0.00
S 1.8007 -0.5719 -2.3926 0.21 -0.46 0.28 0.00
N 2.6954 1.5582 -0.8899 0.18 0.00 0.08 0.00
N 1.4998 1.8796 -0.2348 -0.31 0.06 -0.16 0.01
H 4.9364 4.0018 -0.2033 0.00 0.00 0.00 0.00
H 3.9104 3.2974 1.0568 0.00 0.01 0.01 0.00
H 3.1833 4.2663 -0.2364 0.00 0.02 -0.01 0.00
H 4.6021 0.2467 -2.9295 -0.01 -0.01 0.01 0.00
H 1.7209 2.4807 0.5555 0.04 0.02 -0.05 0.00
H 0.9402 2.4180 -0.9158 0.02 -0.06 0.00 0.00
S 0.5236 1.6845 2.9459 -0.38 -0.09 -0.04 -0.03
C -1.0680 1.0892 3.3328 0.17 0.02 0.08 0.01
C -1.6737 1.1560 4.5908 -0.06 -0.04 0.00 0.00
C -2.9530 0.6645 4.7351 0.03 0.01 0.02 0.01
C -3.6219 0.1174 3.6398 0.01 -0.01 -0.03 0.00
C -2.9716 0.0804 2.4264 -0.01 0.01 0.09 0.01
N -1.7217 0.5442 2.2910 -0.18 -0.07 -0.31 0.00
H -1.1351 1.6019 5.4145 0.00 0.00 0.00 0.00
H -3.4413 0.7115 5.7003 0.00 0.00 0.00 0.00
H -4.6294 -0.2619 3.7257 0.00 0.00 0.00 0.00
H -3.4343 -0.3050 1.5271 0.00 0.00 0.01 0.00
N 0.4033 -0.9570 1.2539 -0.29 -0.08 -0.50 0.00
S 1.7652 -1.7618 1.0234 -0.11 0.00 0.08 0.00
C 2.1491 -2.3882 2.6722 0.15 0.00 -0.01 0.00
C 2.8310 -3.5839 2.8534 -0.01 -0.02 0.01 0.00
C 3.1783 -3.9737 4.1383 -0.01 -0.01 -0.02 0.00
C 2.8506 -3.1747 5.2246 0.00 0.02 0.01 0.00
C 2.1750 -1.9793 5.0284 0.00 -0.03 -0.01 0.00
C 1.8234 -1.5744 3.7486 0.00 -0.03 -0.04 0.00
C 1.4229 -3.3163 0.2102 0.04 0.09 -0.08 0.00
C 2.4673 -3.9162 -0.4792 -0.03 0.13 -0.05 0.00
C 2.2576 -5.1437 -1.0859 -0.03 -0.03 -0.02 0.00
C 1.0069 -5.7437 -1.0171 0.04 0.00 0.01 0.00
C -0.0336 -5.1203 -0.3433 0.01 0.03 0.01 0.00
C 0.1715 -3.8989 0.2809 -0.07 -0.01 -0.04 0.00
H -0.2939 -1.5306 1.7217 0.03 0.06 0.11 0.00
H 3.0709 -4.2181 2.0112 0.02 0.00 0.02 0.00
H 3.7003 -4.9093 4.2886 0.00 0.00 0.00 0.00
H 3.1223 -3.4856 6.2247 0.00 0.00 0.00 0.00
H 1.9206 -1.3513 5.8720 0.00 0.01 0.00 0.00
H 1.3121 -0.6332 3.5829 0.02 -0.02 0.02 0.00
H 3.4227 -3.4141 -0.5610 0.03 0.01 0.00 0.00
H 3.0632 -5.6190 -1.6291 0.00 0.00 0.00 0.00
H 0.8381 -6.6952 -1.5040 0.01 0.00 0.00 0.00
H -1.0136 -5.5768 -0.3131 0.00 0.00 0.01 0.00
H -0.6524 -3.3981 0.7689 -0.01 0.01 0.00 0.00
O 0.1049 2.0626 -2.5431 -0.21 0.04 0.08 0.00
C -0.7509 1.2070 -2.3809 0.22 0.23 -0.22 0.00
N -1.1413 0.6799 -1.1811 -0.10 -0.36 0.57 0.00
S -2.2820 -0.4886 -1.3488 -0.03 -0.23 -0.12 0.01
O -1.7318 -1.7559 -0.9359 -0.05 -0.05 -0.06 0.00
O -3.5207 -0.1166 -0.7212 -0.11 0.00 0.06 0.00
C -2.3960 -0.3649 -3.1044 0.08 0.07 0.08 0.00
C -3.2069 -1.0514 -3.9844 -0.02 -0.03 0.04 0.00
C -3.0956 -0.7226 -5.3294 0.01 0.02 0.00 0.00
C -2.2042 0.2591 -5.7583 -0.01 0.00 -0.02 0.00
C -1.3972 0.9373 -4.8555 0.01 0.01 0.02 0.00
C -1.5090 0.6073 -3.5176 -0.06 -0.07 0.02 0.00
H -3.9005 -1.8070 -3.6416 0.00 0.00 0.00 0.00
H -3.7129 -1.2334 -6.0565 -0.01 0.00 0.01 0.00
H -2.1466 0.4958 -6.8125 0.01 0.00 0.00 0.00
H -0.7012 1.7051 -5.1662 0.00 0.00 0.00 0.00
C -4.4418 3.4547 -0.3329 0.00 -0.03 0.01 0.00
S -3.5273 2.8890 -1.7850 -0.08 0.22 -0.02 0.00
C -2.1247 3.9440 -1.7525 -0.04 0.06 -0.07 -0.01
C -1.1912 4.0528 -0.7891 -0.06 0.06 -0.04 0.00
S -1.0703 3.3042 0.7870 0.05 -0.20 0.04 -0.02
S 0.1130 5.1667 -1.1638 -0.01 -0.07 -0.02 0.00
C -0.3273 5.5617 -2.7909 -0.04 -0.11 0.00 0.00
S 0.5751 6.5022 -3.7836 0.01 0.05 -0.01 0.00
S -1.8443 4.8539 -3.2240 0.03 0.01 0.09 0.00
H -5.3001 2.7897 -0.2457 0.00 0.00 -0.02 0.00
H -4.7844 4.4782 -0.4672 0.01 0.00 -0.01 0.00
H -3.8245 3.3664 0.5577 0.01 0.00 0.01 0.00
```
Forces are in eV/Å.

HOMO (alpha / beta)   -7.1 / -7.1 eV
Energy relative to the best compared isomer or geometry (same formula, charge and spin)   61.23 kJ/mol
Max |F|   1.3 eV/A
Net charge   0
Multiplicity   3


# 4
Here is a structure of composition C30H16Cl2CoN8O2S at a distorted geometry from OMol25. Energies are from ωB97M-V/def2-TZVPD.

```
60
Properties=species:S:1:pos:R:3:forces:R:3:lowdin_spin:R:1
Co -0.0856 -0.0638 1.1789 1.04 0.05 1.36 0.94
Cl -4.2419 -1.3712 -4.3100 -0.07 0.09 -0.21 0.00
C -3.5862 -1.1647 -2.7300 -0.02 -0.09 0.18 0.00
C -2.6728 -0.1584 -2.4954 0.02 -0.01 0.15 0.00
C -2.0528 0.0152 -1.2566 -0.40 -0.57 0.16 0.00
N 0.4063 -1.1008 -0.2409 -2.61 -0.46 -1.81 -0.02
C 1.9579 0.6057 -1.2511 -0.24 -0.86 -3.23 0.00
O 2.3393 1.1877 -2.2810 -0.24 -0.74 2.05 0.01
C 2.2842 1.0728 0.0719 1.03 1.09 3.05 0.00
C 3.2566 2.0946 0.1527 -0.65 -0.88 -0.67 0.00
C 3.8389 2.4155 1.3448 -0.14 -0.47 1.29 0.00
C 3.4834 1.6527 2.4775 0.61 0.70 -0.89 0.00
C 2.4738 0.7313 2.3570 -0.34 -0.47 -0.19 0.00
N 1.7859 0.4980 1.2252 1.12 1.22 -0.98 0.00
C -2.4370 -0.8447 -0.1852 -0.26 -0.19 -0.48 0.00
C -3.4073 -1.8230 -0.4312 -0.09 -0.01 0.09 0.00
C -3.9656 -1.9938 -1.6794 0.21 0.37 -0.19 0.00
Cl -5.1487 -3.2135 -1.9204 -0.15 -0.24 0.04 0.00
N -1.8300 -0.7301 1.0391 -0.20 -0.33 0.71 0.00
C -2.2004 -1.3708 2.1667 -0.25 0.11 -1.08 0.00
O -3.1062 -2.1726 2.3459 -0.11 -0.16 0.43 0.00
C -1.3496 -0.9221 3.3179 0.11 0.07 0.56 0.01
C -1.4552 -1.5496 4.5515 0.05 0.01 -0.04 0.00
C -0.7232 -1.0676 5.6193 0.04 0.26 -0.26 0.00
C 0.0245 0.0897 5.4319 -0.04 -0.08 -0.01 0.00
C 0.0793 0.6559 4.1698 -0.05 0.13 0.20 0.00
N -0.5376 0.1347 3.1071 -0.49 -0.25 0.53 0.01
H -2.4682 0.5201 -3.3069 -0.02 0.01 -0.05 0.00
H 3.5277 2.5653 -0.7796 0.12 0.02 -0.05 0.00
H 4.5842 3.1933 1.4178 0.04 0.06 -0.01 0.00
H 3.9917 1.7882 3.4206 -0.03 -0.01 0.05 0.00
H 2.1962 0.1201 3.2086 -0.10 0.18 -0.13 0.00
H -3.7263 -2.4579 0.3791 0.07 -0.01 -0.04 0.00
H -2.1021 -2.4075 4.6372 -0.10 -0.06 -0.07 0.00
H -0.7518 -1.5615 6.5771 -0.02 -0.03 0.13 0.00
H 0.5722 0.5356 6.2490 0.00 0.08 0.01 0.00
H 0.6388 1.5675 4.0033 0.04 -0.04 -0.03 0.00
S -0.0887 0.8064 -5.8675 -0.11 0.01 0.75 0.00
N 0.4343 -0.4411 -4.9915 0.25 -0.41 0.15 0.00
C 0.3112 -0.1714 -3.7008 -0.26 0.40 -1.20 0.00
C 0.7535 -1.1227 -2.7124 0.58 -1.26 -0.10 0.00
C 0.8697 -2.4381 -3.0461 -0.37 1.50 -0.10 0.00
C 1.4147 -3.4064 -2.1577 0.31 -0.45 1.36 0.00
C 1.7365 -3.0600 -0.8925 -0.83 -0.79 -1.47 0.00
N 1.5897 -1.7624 -0.4483 3.25 1.30 1.35 0.00
C 1.1828 -0.6814 -1.3626 -0.26 -0.55 -0.19 0.00
C -1.1153 1.1321 -1.1005 0.28 0.56 -0.20 0.01
N -0.8713 1.5902 0.1447 -0.03 0.52 -0.36 0.03
C -0.2602 2.7575 0.3238 -0.26 0.00 -0.24 0.01
C 0.1851 3.5364 -0.7254 -0.04 0.14 -0.16 0.00
C 0.1279 2.9978 -1.9991 -0.29 -0.17 0.44 0.01
C -0.4825 1.7633 -2.1950 -0.23 0.29 0.46 0.00
C -0.2695 1.1245 -3.4895 0.06 -0.28 -1.07 0.00
N -0.5120 1.7544 -4.6187 -0.25 0.60 0.11 0.00
H 0.5659 -2.7424 -4.0338 -0.08 -0.01 -0.15 0.00
H 1.5734 -4.4148 -2.5053 0.09 -0.10 -0.02 0.00
H 2.1658 -3.7376 -0.1698 0.10 -0.08 -0.02 0.00
H -0.1334 3.0639 1.3541 0.10 0.02 0.08 0.00
H 0.6293 4.5000 -0.5497 0.11 0.17 0.07 0.00
H 0.6002 3.4813 -2.8380 0.03 0.09 -0.12 0.00
```
Forces are in eV/Å.

HOMO (alpha / beta)   -6.9 / -6.9 eV
Energy relative to the best compared isomer or geometry (same formula, charge and spin)   103.59 kJ/mol
Max |F|   3.7 eV/A
Net charge   0
Multiplicity   2


# 5
Here is a cluster of 2 separate species, C3H8FN2O in total at a distorted geometry from OMol25. Energies are from ωB97M-V/def2-TZVPD.

```
15
Properties=species:S:1:pos:R:3:forces:R:3:lowdin_charge:R:1
C 1.0105 -0.2240 -1.6623 -1.70 -2.92 0.48 -0.14
C -0.9839 0.0456 2.3403 -0.78 2.09 0.10 -0.01
C -1.2378 -0.4907 0.9660 4.74 0.20 2.02 -0.15
N 1.2753 0.5058 -2.6972 0.19 3.80 1.08 0.19
N 0.9971 0.0654 -0.3984 0.04 0.86 -0.05 -0.06
O 0.6937 -0.8352 0.5104 -2.35 -1.21 1.11 -0.11
F -1.5003 0.2658 -0.0099 -1.01 1.83 -1.23 0.15
H 0.6124 -1.2605 -1.8388 1.05 0.84 0.15 0.19
H -0.4662 1.0677 2.3317 -0.98 -1.21 -0.42 0.12
H -0.2980 -0.5352 2.9724 -0.73 -0.49 -0.47 0.10
H -2.0178 0.2026 2.8011 1.37 -0.30 -0.19 0.13
H -1.5173 -1.4597 0.7873 -0.87 -2.40 -0.11 0.12
H 1.1705 0.1313 -3.6026 -0.12 -0.23 -1.00 0.12
H 1.2553 1.5581 -2.5437 0.43 -1.91 -0.84 0.18
H 1.0066 0.9630 0.0439 0.72 1.05 -0.62 0.17
```
Forces are in eV/Å.

HOMO   -13.7 eV
Energy relative to the best compared isomer or geometry (same formula, charge and spin)   300.96 kJ/mol
Max |F|   5.2 eV/A
Net charge   +1


# 6
Here is a cluster of 2 separate species, C4H12 in total at a distorted geometry from OMol25. Energies are from ωB97M-V/def2-TZVPD.

```
16
Properties=species:S:1:pos:R:3:forces:R:3:lowdin_charge:R:1
C -1.1075 0.8844 1.4749 -2.45 2.13 2.55 -0.20
C 0.1973 0.5203 2.1921 0.66 1.52 -1.69 -0.16
H -2.0053 0.4827 2.0043 0.66 -0.54 -0.57 0.06
H -1.3266 1.9610 1.7909 0.38 -0.94 -1.01 0.08
H -1.3146 0.8133 0.4148 0.68 -0.25 -0.15 0.04
H 0.6712 1.5232 2.4360 -0.30 -1.52 0.34 0.08
H 0.0301 -0.1285 3.0426 0.27 0.07 0.10 0.06
H 0.8757 0.0898 1.4447 0.04 -0.36 0.57 0.04
C 0.3354 -0.5788 -2.6065 -0.56 0.80 0.54 -0.17
C 0.6656 -1.0103 -1.1848 -0.23 0.40 1.39 -0.19
H 0.8964 -1.1254 -3.3713 -0.76 -0.33 0.04 0.06
H -0.7818 -0.5601 -2.6253 0.88 -0.47 -0.99 0.07
H 0.6295 0.4752 -2.7890 -0.09 -0.42 0.42 0.07
H -0.0196 -0.5308 -0.4433 0.62 -0.06 -0.76 0.03
H 0.5799 -2.0560 -0.8895 -0.20 -0.34 -0.82 0.07
H 1.6743 -0.7599 -0.8903 0.40 0.31 0.04 0.05
```
Forces are in eV/Å.

HOMO   -11.2 eV
Energy relative to the best compared isomer or geometry (same formula, charge and spin)   82.57 kJ/mol
Max |F|   4.1 eV/A
Net charge   0
SMILES   CC.CC